Molecular formula: C13H15Cl2NO3Si
Method: DFT, ωB97M-V/def2-TZVPD

Output
- energy above the lowest of the compared OMol25 structures with the same formula, charge and spin (kcal per mole) = 30.6
- SMILES string = C[C@H](C#N)[Si](C)(C)OC(=O)COc1ccc(Cl)c(Cl)c1
- total energy (Ha) = -1994.71759
- HOMO (eV) = -9.2

Structure (ORCA input):
```
! wB97M-V def2-TZVPD RIJCOSX def2/J DEFGRID3
* xyz 0 1
N -4.284 0.854 -1.279
O 1.357 3.027 0.481
Cl 2.763 -5.455 -0.417
Cl 2.074 -3.690 2.231
C -3.333 0.518 -0.693
O 1.479 0.203 -1.185
O 0.273 1.004 1.027
C 1.213 1.805 0.446
C 1.785 -3.324 -1.809
C 1.651 -1.979 -1.963
C 1.708 -1.738 0.408
C 2.059 -3.898 -0.566
C 1.946 -3.072 0.586
C 1.613 -1.151 -0.863
C 2.262 1.051 -0.396
C -1.251 -0.375 -0.863
C -1.592 3.187 0.077
C -1.990 1.692 2.800
C -2.266 0.125 0.053
Si -1.322 1.513 1.007
H 1.836 -3.943 -2.742
H 1.490 -1.459 -2.908
H 1.470 -1.049 1.272
H 3.049 0.557 0.219
H 2.776 1.703 -1.130
H -1.043 0.308 -1.749
H -0.220 -0.432 -0.362
H -1.534 -1.326 -1.447
H -1.360 3.074 -0.951
H -0.884 3.929 0.467
H -2.626 3.691 -0.043
H -2.020 0.731 3.316
H -1.446 2.415 3.443
H -2.983 2.138 2.732
H -2.650 -0.636 0.801
*
```